Record 1
C4H10Cl2FeO13P | the ωB97M-V functional and the def2-TZVPD basis

Results
charge: -1
highest occupied orbital energy (spin up / spin down): -6.88 / -6.88 eV
E_tot: -3661.386282 a.u.
E_LUMO (spin up / spin down): 1.300 / 0.286 eV
2S+1: 7
expectation value of S²: 12.02
orbital gap (spin up / spin down): 0.3007 / 0.2632 Ha

Positions of all 31 atoms, in Å:
Fe 8.7436 0.9120 21.3312
Cl 7.2048 4.2415 20.9207
O 5.8239 4.2822 20.6040
O 7.4832 2.8325 21.1455
O 7.9214 4.7184 19.7659
O 7.5074 4.9746 22.1194
Cl 9.5356 2.3523 24.7038
O 9.5924 1.4855 25.8011
O 8.3846 3.1902 24.8567
O 10.6395 3.2185 24.6560
O 9.4369 1.6099 23.4258
P 8.1212 -1.3035 20.8276
O 9.1299 -0.8457 21.8161
O 8.1978 -0.1342 19.8826
O 7.3794 -0.2699 21.6998
O 6.9409 -2.2259 20.9890
C 12.3153 0.0269 21.4737
C 11.5563 0.5715 20.2294
O 10.5739 1.5764 20.6223
C 11.1793 2.8541 20.9383
C 11.6443 3.5598 19.6576
H 13.1563 -0.6391 21.2805
H 12.8712 0.8121 21.9860
H 11.6237 -0.4857 22.1424
H 12.2989 0.8557 19.4838
H 11.1204 -0.3106 19.7605
H 10.4624 3.5325 21.4010
H 11.9552 2.7189 21.6918
H 12.2102 4.4504 19.9306
H 10.8125 3.9010 19.0413
H 12.3376 2.9221 19.1092

Atomic partial charges in e from the natural (NBO) method, atoms 1 to 4: 1.959, 2.576, -0.848, -0.971

---

Record 2
C22H10F4N2O | the ωB97M-V functional and the def2-TZVPD basis

Results
highest occupied orbital energy: -8.10 eV
E_tot: -1428.453416 a.u.
E_LUMO: -0.478 eV
SMILES: N#Cc1cc(F)c(-c2c(=O)ccn3c(-c4ccc(F)cc4F)cccc23)c(F)c1
orbital gap: 0.2800 Ha

Positions of all 39 atoms, in Å:
N -4.5337 6.7384 -0.7132
O -2.7699 -0.1882 -2.3836
F 5.5096 -4.9336 -0.6311
F 2.1879 -3.4826 2.6018
F -0.7915 2.7531 -2.3884
F -3.6162 1.1309 1.2731
C -4.0737 5.6722 -0.6230
C -1.9798 -0.4142 -1.5226
C 0.7724 0.7566 2.3421
C -0.0937 1.1768 1.4367
C -1.3682 -1.7567 -1.4437
C 1.6976 -0.3769 2.0042
C -1.4534 0.5701 -0.5741
C -0.3458 -1.9170 -0.5264
C -0.4088 0.3032 0.2898
C 1.4787 -1.2650 0.8988
C 4.0421 -3.1096 -1.0824
C 3.9197 -4.1567 1.1706
C -2.5284 4.0873 -1.5314
C -3.7917 3.4402 0.4308
C 3.0676 -2.2243 -0.7846
C 4.5152 -4.1351 -0.2174
C 2.8304 -3.3069 1.4265
C -1.8114 2.9189 -1.4903
C -3.2319 2.1279 0.4131
C -3.4529 4.4122 -0.5401
C 2.4575 -2.2823 0.4832
C -2.2093 1.8972 -0.5515
N 0.3316 -0.9400 0.2254
H 0.7854 1.3969 3.2081
H -0.6899 2.0963 1.4352
H -1.9676 -2.5873 -1.9768
H 2.6238 -0.5507 2.5933
H 0.0164 -2.8845 -0.2784
H 4.4287 -3.1110 -2.0044
H 4.3790 -4.9607 1.8406
H -2.2048 4.8272 -2.3105
H -4.5550 3.7881 1.1317
H 2.8340 -1.5103 -1.6313

Atomic partial charges in e from the natural (NBO) method, atoms 1 to 4: -0.280, -0.586, -0.301, -0.307

---

Max |F| for the records above, in order: 10.91, 5.89 eV/A